# 1
C43H54N6O3P2S2Si2V as an isolated structure, computed with ωB97M-V/def2-TZVPD.

As for the total energy: -5227.3684 Ha. Its expectation value of S² is 0.825. Its HOMO energy (alpha / beta) is -7.19 / -7.21 eV. As for the HOMO-LUMO gap (alpha / beta): 5.84 / 6.98 eV. As for the multiplicity: 2.

CARTESIAN COORDINATES (ANGSTROEM)
1 V 0.9496 0.1785 0.6534
2 C -2.1874 2.8387 -3.9228
3 N -0.9583 2.0740 -4.0255
4 C -0.1799 0.0000 -5.2640
5 C 1.2914 1.7134 -3.1588
6 O 1.6450 2.8321 -3.4265
7 C 1.9312 -0.7368 -2.5368
8 O 2.2419 -0.8415 -1.1439
9 C 2.6281 -2.1667 -0.8552
10 C 2.4904 -2.3840 0.6214
11 O 1.7448 -1.6052 1.2548
12 N 3.0518 -3.4411 1.1782
13 C 3.9990 -4.2666 0.4448
14 C 3.0059 -3.6443 2.6203
15 H -2.4015 3.2351 -4.9159
16 H -2.0365 3.6832 -3.2522
17 H -3.0522 2.2677 -3.5853
18 H 0.7180 1.8965 -5.7669
19 H -0.9635 -0.2104 -5.9966
20 H 0.2156 -0.9744 -4.9632
21 H 2.5062 -1.4998 -3.0643
22 H 0.8666 -0.9550 -2.6693
23 H 3.6514 -2.3318 -1.1914
24 H 1.9553 -2.8811 -1.3507
25 H 3.6379 -4.4894 -0.5576
26 H 4.1084 -5.2086 0.9769
27 H 4.9709 -3.7689 0.3921
28 H 2.3948 -2.8744 3.0739
29 H 4.0183 -3.5844 3.0235
30 H 2.5779 -4.6246 2.8363
31 C 2.8276 3.7817 -0.6208
32 Si 1.0123 3.5756 -0.2275
33 C 0.6745 4.1661 1.5121
34 C 0.0526 4.6718 -1.4130
35 N 0.4750 1.8805 -0.3297
36 P -0.6656 1.1242 -1.2139
37 C -0.5650 -0.4878 -0.6896
38 P -1.3088 -1.0116 0.7349
39 N -0.4538 -0.1951 1.8964
40 Si -0.4704 -0.0862 3.6720
41 C -2.1595 -0.5017 4.3827
42 C -0.0900 1.6768 4.1024
43 C 0.7570 -1.2819 4.3891
44 C -1.0531 -2.8003 0.8821
45 C -1.2130 -3.4470 2.1044
46 C -0.9373 -4.8000 2.2222
47 C -0.5080 -5.5193 1.1137
48 C -0.3624 -4.8841 -0.1108
49 C -0.6314 -3.5264 -0.2259
50 C -3.0762 -0.7837 1.0325
51 C -3.9804 -1.7689 0.6436
52 C -5.3391 -1.5859 0.8527
53 C -5.7966 -0.4224 1.4557
54 C -4.8985 0.5649 1.8382
55 C -3.5424 0.3868 1.6223
56 C -0.1957 1.4069 -2.9885
57 C -0.8844 0.6472 -4.0866
58 C 0.9104 0.8358 -5.9584
59 C 2.3483 0.5069 -5.6418
60 C 2.9571 0.4282 -4.4647
61 C 2.3419 0.6190 -3.0908
62 C -2.3517 1.7480 -1.0297
63 C -2.6574 2.8887 -0.3008
64 C -3.9743 3.3168 -0.1908
65 C -4.9911 2.5954 -0.7969
66 C -4.6991 1.4202 -1.4792
67 C -3.3880 0.9927 -1.5841
68 H 2.9718 4.7584 -1.0898
69 H 3.1949 3.0324 -1.3198
70 H 3.4416 3.7302 0.2769
71 H 0.9203 5.2291 1.5883
72 H 1.2847 3.6315 2.2407
73 H -0.3729 4.0437 1.7982
74 H 0.5470 5.6476 -1.3816
75 H -0.9940 4.8382 -1.1590
76 H 0.1199 4.3150 -2.4406
77 H -2.8567 0.3320 4.2968
78 H -2.0088 -0.6956 5.4487
79 H -2.6493 -1.3775 3.9557
80 H -0.8342 2.3538 3.6738
81 H 0.8978 1.9708 3.7508
82 H -0.0941 1.8031 5.1876
83 H 0.4578 -2.3177 4.2106
84 H 0.8336 -1.1234 5.4672
85 H 1.7457 -1.1235 3.9616
86 H -1.5425 -2.8947 2.9744
87 H -1.0541 -5.2926 3.1789
88 H -0.2915 -6.5760 1.2059
89 H -0.0378 -5.4460 -0.9779
90 H -0.5081 -3.0064 -1.1688
91 H -3.6232 -2.6868 0.1911
92 H -6.0388 -2.3572 0.5577
93 H -6.8564 -0.2850 1.6295
94 H -5.2558 1.4751 2.3025
95 H -2.8388 1.1587 1.9108
96 H -1.7665 0.0935 -3.7578
97 H 0.7877 0.6994 -7.0322
98 H 2.9782 0.3422 -6.5103
99 H 4.0134 0.1820 -4.4540
100 H 3.1279 1.0021 -2.4331
101 H -1.8699 3.4413 0.1917
102 H -4.2033 4.2128 0.3719
103 H -6.0168 2.9319 -0.7140
104 H -5.4958 0.8322 -1.9163
105 H -3.1633 0.0607 -2.0904
106 S 4.9953 -0.6585 0.6985
107 C 4.0810 0.0096 1.9384
108 S 2.8088 1.1857 1.5082
109 C 4.2965 -0.2132 3.2915
110 C 5.2397 -1.1948 3.7105
111 N 5.9601 -2.0340 4.0360
112 C 3.6182 0.5115 4.3108
113 N 3.0661 1.0965 5.1378

=====

# 2
C43H54N8RuSbSi as an isolated structure, computed with ωB97M-V/def2-TZVPD.

The charge is +2. As for the total energy: -2733.0408 Ha. Its expectation value of S² is 8.763. Its HOMO energy (alpha / beta) is -12.55 / -13.03 eV. As for the HOMO-LUMO gap (alpha / beta): 7.58 / 6.02 eV. As for the multiplicity: 6.

CARTESIAN COORDINATES (ANGSTROEM)
1 Ru -0.2336 0.1508 -1.1239
2 C 2.1653 0.3472 -3.4592
3 C 0.8602 0.6743 -4.1325
4 C 0.8026 0.8184 -5.5135
5 C -0.4022 1.0987 -6.1231
6 C -1.5297 1.2897 -5.3314
7 C -1.4103 1.1720 -3.9570
8 N -0.2417 0.8348 -3.3748
9 Sb -3.1204 1.8664 -2.8197
10 C -3.4728 0.2894 -1.3896
11 C -4.8105 -0.0595 -1.2817
12 C -5.2021 -0.9580 -0.2988
13 C -4.2408 -1.4608 0.5496
14 C -2.9105 -1.0856 0.3985
15 C -1.8952 -1.6458 1.3523
16 N -2.5262 -0.2210 -0.5707
17 C -1.8661 3.0794 -1.5329
18 C -2.2844 4.3767 -1.2652
19 C -1.3677 5.2796 -0.7406
20 C -0.0614 4.8671 -0.5524
21 C 0.2928 3.5452 -0.8113
22 C 1.7211 3.0956 -0.6728
23 N -0.6197 2.6566 -1.2515
24 H 2.7296 -0.3908 -4.0303
25 H 2.0058 -0.0373 -2.4572
26 H 2.7877 1.2420 -3.3842
27 H 1.7036 0.7036 -6.1033
28 H -0.4652 1.1868 -7.2011
29 H -2.4820 1.5435 -5.7788
30 H -5.5403 0.3752 -1.9530
31 H -6.2404 -1.2492 -0.1933
32 H -4.5083 -2.1518 1.3414
33 H -2.1907 -1.4348 2.3836
34 H -0.9128 -1.2295 1.1690
35 H -1.8321 -2.7322 1.2720
36 H -3.2998 4.6812 -1.4899
37 H -1.6598 6.3015 -0.5256
38 H 0.6969 5.5693 -0.2244
39 H 2.2735 3.7077 0.0408
40 H 2.2226 3.1921 -1.6384
41 H 1.7685 2.0561 -0.3686
42 C 1.3347 -0.3208 0.3709
43 Si 1.3908 -0.2302 2.1897
44 C -0.0364 0.9067 3.0047
45 N -0.2238 2.1348 2.3595
46 C -1.5100 2.4701 1.7673
47 C -2.3821 3.0636 2.8936
48 C -1.5508 4.0196 3.7797
49 C -0.2880 4.4937 3.0505
50 C 0.6065 3.2902 2.7003
51 C 1.0521 -1.8830 2.9817
52 C 0.1543 -2.1039 4.0290
53 C 0.0470 -3.3538 4.6285
54 C 0.8407 -4.4046 4.1891
55 C 1.7453 -4.2035 3.1531
56 C 1.8476 -2.9542 2.5557
57 C 3.0014 0.4512 2.8372
58 C 3.1401 1.0890 4.0756
59 C 4.3894 1.4479 4.5649
60 C 5.5313 1.1719 3.8228
61 C 5.4196 0.5273 2.5987
62 C 4.1672 0.1724 2.1124
63 H 1.3584 -1.3846 0.1108
64 H 2.2474 0.1215 -0.0365
65 H 0.3168 1.0338 4.0349
66 H -0.9419 0.3029 2.9727
67 H -1.9555 1.5884 1.3133
68 H -1.3494 3.2164 0.9887
69 H -2.7862 2.2527 3.4999
70 H -3.2246 3.5728 2.4266
71 H -1.2533 3.5074 4.6993
72 H -2.1506 4.8776 4.0784
73 H 0.2891 5.1716 3.6776
74 H -0.5595 5.0455 2.1472
75 H 1.2549 3.0165 3.5290
76 H 1.2546 3.5239 1.8467
77 H -0.4717 -1.3001 4.4065
78 H -0.6482 -3.5052 5.4460
79 H 0.7591 -5.3782 4.6579
80 H 2.3794 -5.0161 2.8183
81 H 2.5684 -2.8095 1.7529
82 H 2.2751 1.3013 4.6972
83 H 4.4732 1.9293 5.5318
84 H 6.5053 1.4575 4.2011
85 H 6.3098 0.2931 2.0250
86 H 4.0997 -0.3334 1.1514
87 C 1.1749 -2.9880 -2.0688
88 N 1.0641 -4.3492 -2.5603
89 C 0.7996 -4.3194 -4.0056
90 N -0.4373 -3.5818 -4.3060
91 C -0.3019 -2.2297 -3.7971
92 N -0.0571 -2.1886 -2.3254
93 C -1.1836 -2.9255 -1.6840
94 N -1.3293 -4.2852 -2.1650
95 C -0.0736 -5.0046 -1.9029
96 C -1.5510 -4.2457 -3.6174
97 H 2.0153 -2.4938 -2.5581
98 H 1.3563 -3.0136 -0.9935
99 H 0.6977 -5.3415 -4.3679
100 H 1.6379 -3.8483 -4.5205
101 H -1.2091 -1.6650 -4.0174
102 H 0.5406 -1.7602 -4.2982
103 H -2.1059 -2.3803 -1.8716
104 H -0.9867 -2.9573 -0.6149
105 H -0.1635 -6.0224 -2.2786
106 H 0.1038 -5.0440 -0.8268
107 H -2.4764 -3.7058 -3.8265
108 H -1.6458 -5.2642 -3.9916

=====

# 3
C43H55F3KN5PS as an isolated structure, computed with ωB97M-V/def2-TZVPD.

The charge is +1. As for the total energy: -3584.3312 Ha. Its HOMO energy is -10.65 eV. As for the HOMO-LUMO gap: 8.63 eV. As for the multiplicity: 1.

CARTESIAN COORDINATES (ANGSTROEM)
1 K 0.0388 -1.1494 -0.9106
2 C 0.2402 -4.8171 -2.3558
3 C -1.2266 -4.3915 -2.3921
4 N -1.4359 -2.9744 -2.6563
5 C -1.3282 -2.5300 -4.0373
6 C 0.0750 -2.5058 -4.6489
7 S 1.4191 -1.7134 -3.7066
8 C 2.5395 -3.1025 -3.3646
9 C 2.4378 -3.7783 -1.9944
10 N 1.0739 -3.9608 -1.5222
11 H 0.6408 -4.8034 -3.3673
12 H 0.2765 -5.8708 -2.0477
13 H -1.6902 -4.6062 -1.4269
14 H -1.7351 -5.0330 -3.1297
15 H -2.3537 -2.7201 -2.3150
16 H -1.7431 -1.5209 -4.0762
17 H -1.9382 -3.1473 -4.7183
18 H 0.0001 -1.9669 -5.5950
19 H 0.4112 -3.5081 -4.9057
20 H 3.5499 -2.7070 -3.4720
21 H 2.4105 -3.8173 -4.1778
22 H 2.9623 -3.1756 -1.2520
23 H 2.9909 -4.7275 -2.0797
24 H 1.0979 -4.2971 -0.5678
25 C -1.5271 4.9120 3.8443
26 C -0.5962 5.0157 2.6273
27 C 0.8364 5.3107 3.0947
28 C -1.0699 6.1713 1.7470
29 C -0.6079 3.6862 1.8894
30 C -0.2142 2.5143 2.5366
31 C -0.2083 1.3242 1.8389
32 N -0.5666 1.2024 0.5609
33 C -0.9643 2.3090 -0.0689
34 C -0.9855 3.5558 0.5601
35 C -1.3551 2.2020 -1.5039
36 C -2.2900 3.0884 -2.0430
37 C -2.5998 3.0541 -3.3967
38 C -1.9233 2.1029 -4.1584
39 C -1.0360 1.2444 -3.5402
40 N -0.7590 1.2634 -2.2400
41 C -3.6265 3.9735 -4.0416
42 C -4.1566 5.0229 -3.0649
43 C -2.9875 4.6987 -5.2348
44 C -4.8004 3.1128 -4.5323
45 H -1.5339 5.8585 4.3860
46 H -1.2024 4.1348 4.5360
47 H -2.5496 4.6890 3.5359
48 H 0.8613 6.2579 3.6346
49 H 1.5165 5.3850 2.2449
50 H 1.2104 4.5352 3.7635
51 H -1.0526 7.0953 2.3247
52 H -2.0931 6.0210 1.3979
53 H -0.4215 6.3131 0.8809
54 H 0.1023 2.5180 3.5705
55 H 0.1132 0.4118 2.3333
56 H -1.2685 4.4266 -0.0096
57 H -2.7815 3.7939 -1.3915
58 H -2.0848 2.0142 -5.2236
59 H -0.5053 0.4999 -4.1246
60 H -3.3537 5.6495 -2.6726
61 H -4.6876 4.5678 -2.2272
62 H -4.8613 5.6739 -3.5819
63 H -2.1106 5.2675 -4.9226
64 H -3.7060 5.3931 -5.6709
65 H -2.6829 4.0060 -6.0189
66 H -5.2806 2.5972 -3.6992
67 H -4.4710 2.3636 -5.2527
68 H -5.5459 3.7428 -5.0189
69 C 3.3072 0.6676 0.9055
70 P 2.6940 -1.0495 1.0909
71 C 4.1945 -2.0276 0.7564
72 C 4.4026 -3.2376 1.4176
73 C 5.4589 -4.0621 1.0628
74 C 6.3203 -3.6925 0.0397
75 C 6.1221 -2.4902 -0.6233
76 C 5.0654 -1.6639 -0.2704
77 C 2.5299 -1.2045 2.9028
78 C 1.3685 -1.7644 3.4292
79 C 1.2104 -1.9018 4.8029
80 C 2.2091 -1.4721 5.6611
81 C 3.3725 -0.9131 5.1468
82 C 3.5326 -0.7855 3.7779
83 H 3.3874 0.9136 -0.1536
84 H 4.2738 0.8347 1.3819
85 H 2.5712 1.3423 1.3444
86 H 3.7409 -3.5335 2.2235
87 H 5.6133 -4.9935 1.5918
88 H 7.1461 -4.3351 -0.2341
89 H 6.7949 -2.1894 -1.4159
90 H 4.9271 -0.7301 -0.8021
91 H 0.5852 -2.1021 2.7581
92 H 0.3104 -2.3476 5.2046
93 H 2.0864 -1.5766 6.7310
94 H 4.1568 -0.5841 5.8155
95 H 4.4509 -0.3671 3.3834
96 F -2.5040 -2.4119 5.9284
97 C -2.5891 -3.4529 5.0851
98 F -1.7340 -4.3943 5.5180
99 F -3.8280 -3.9556 5.1853
100 C -2.2796 -3.0420 3.6682
101 C -2.5307 -1.7492 3.2395
102 C -2.2428 -1.4307 1.9205
103 N -1.7305 -2.2994 1.0516
104 C -1.5086 -3.5403 1.4783
105 C -1.7630 -3.9649 2.7725
106 H -2.9334 -1.0020 3.9080
107 H -2.4248 -0.4322 1.5450
108 H -1.0950 -4.2322 0.7535
109 H -1.5553 -4.9831 3.0689

=====

# 4
C43H56Cl3GeN5O4SbY as an isolated structure, computed with ωB97M-V/def2-TZVPD.

The charge is +1. As for the total energy: -5982.9531 Ha. Its expectation value of S² is 0.757. Its HOMO energy (alpha / beta) is -10.04 / -10.49 eV. As for the HOMO-LUMO gap (alpha / beta): 7.25 / 6.53 eV. As for the multiplicity: 2.

CARTESIAN COORDINATES (ANGSTROEM)
1 Y 0.2554 0.3472 0.8293
2 C -0.3452 3.4987 0.5308
3 N 0.8799 2.6816 0.3855
4 C 1.8972 3.1341 1.3770
5 C 2.0043 2.2709 2.6394
6 C 0.7837 2.1972 3.5565
7 N -0.2637 1.3675 2.9447
8 C -1.4015 1.2731 3.5384
9 C -2.6179 0.7166 2.9947
10 C -3.6838 0.4980 3.8904
11 C -4.9156 0.0812 3.4583
12 C -5.1249 -0.0818 2.0819
13 C -4.1143 0.1541 1.1795
14 C -2.8264 0.5367 1.6024
15 O -1.8861 0.7406 0.7079
16 C 1.3333 2.8623 -1.0252
17 C 2.4261 1.9590 -1.5913
18 C 2.1446 0.4645 -1.7957
19 N 2.0750 -0.2398 -0.5179
20 C 2.0141 -1.6864 -0.6110
21 C 1.7891 -3.6699 1.0218
22 C 2.1266 -4.9194 0.5429
23 C 1.3024 -5.9940 0.8679
24 C 0.1663 -5.8034 1.6493
25 C -0.1714 -4.5465 2.1431
26 C 0.6690 -3.5078 1.8142
27 O 0.4962 -2.1970 2.2199
28 H -0.1395 4.5417 0.2669
29 H -0.7068 3.4593 1.5555
30 H -1.1256 3.1127 -0.1215
31 H 1.6764 4.1688 1.6581
32 H 2.8750 3.1368 0.8954
33 H 2.8417 2.6684 3.2176
34 H 2.3442 1.2570 2.3652
35 H 0.4045 3.2064 3.7429
36 H 1.0876 1.7977 4.5271
37 H -1.5003 1.6840 4.5491
38 H -3.5112 0.6665 4.9476
39 H -5.7171 -0.0954 4.1609
40 H -6.0999 -0.3839 1.7211
41 H -4.2789 0.0587 0.1125
42 H 1.6715 3.9002 -1.1433
43 H 0.4345 2.7555 -1.6341
44 H 3.3448 2.0787 -1.0156
45 H 2.6525 2.3793 -2.5750
46 H 2.9563 0.0730 -2.4181
47 H 1.2191 0.3357 -2.3796
48 H 2.7316 -2.1007 -1.3318
49 H 3.0068 -5.0614 -0.0715
50 H 1.5496 -6.9853 0.5150
51 H -0.4602 -6.6499 1.8953
52 H -1.0404 -4.3907 2.7678
53 O 5.6182 -2.0830 7.1279
54 C 4.3215 -1.7315 7.0451
55 O 3.6989 -1.4451 8.0247
56 C 3.7103 -1.7197 5.6728
57 C 4.1603 -2.5298 4.6412
58 C 3.5495 -2.4970 3.3951
59 C 2.5002 -1.6239 3.1750
60 C 2.0131 -0.8527 4.2220
61 C 2.6082 -0.8980 5.4644
62 N 1.7654 -1.5171 1.9168
63 C 2.3716 -2.3004 0.7887
64 C 0.6433 -2.2172 -1.0340
65 C 0.5009 -3.2790 -1.9097
66 C -0.7558 -3.8340 -2.0904
67 C -1.8366 -3.2965 -1.4093
68 C -1.6252 -2.2006 -0.5945
69 N -0.4114 -1.6788 -0.4052
70 H 6.0247 -2.1427 6.2553
71 H 4.9779 -3.2233 4.7949
72 H 3.9285 -3.1490 2.6234
73 H 1.1287 -0.2557 4.0595
74 H 2.2289 -0.3129 6.2920
75 H 3.4539 -2.2533 0.8979
76 H 1.3672 -3.6808 -2.4181
77 H -0.8884 -4.6767 -2.7561
78 H -2.8313 -3.7029 -1.5247
79 H -2.4387 -1.7151 -0.0693
80 Cl 5.7708 -0.8583 1.9073
81 Ge 4.4830 0.1588 0.4156
82 Cl 5.2696 -0.7353 -1.4290
83 Cl 5.3950 2.1828 0.4516
84 C -4.5906 2.5969 -3.2296
85 C -3.1422 3.0587 -3.3309
86 C -2.8263 4.0951 -2.2540
87 Sb -1.6990 1.4268 -3.1894
88 C -2.7581 -0.1945 -4.1695
89 C -3.8217 -0.7925 -3.2529
90 C -1.7057 -1.2327 -4.5520
91 C -0.5176 2.0700 -4.9167
92 C 0.0361 3.4700 -4.6572
93 C -1.3023 2.0224 -6.2239
94 H -5.2621 3.4593 -3.2720
95 H -4.7801 2.0875 -2.2812
96 H -4.8616 1.9254 -4.0444
97 H -2.9801 3.5037 -4.3141
98 H -3.0209 3.6883 -1.2585
99 H -3.4589 4.9787 -2.3772
100 H -1.7850 4.4248 -2.2916
101 H -3.2308 0.1987 -5.0714
102 H -3.3881 -1.1012 -2.3004
103 H -4.2662 -1.6790 -3.7169
104 H -4.6262 -0.0901 -3.0438
105 H -1.1637 -1.5849 -3.6698
106 H -0.9710 -0.8313 -5.2520
107 H -2.1713 -2.1039 -5.0234
108 H 0.3164 1.3644 -4.9732
109 H -0.7661 4.2059 -4.5722
110 H 0.6767 3.7838 -5.4855
111 H 0.6336 3.5146 -3.7443
112 H -2.1816 2.6681 -6.1857
113 H -1.6364 1.0141 -6.4667
114 H -0.6796 2.3712 -7.0523